1.
C23H38AsF4N2Si2Ta | ωB97M-V/def2-TZVPD

Computed properties:
HOMO level (alpha / beta) (Ha): -0.531 / -0.531
Net charge: +2
Relative energy (zero: lowest compared OMol25 entry of this formula, charge and spin) (eV): 0.000

Last column: Löwdin charge in e.
CARTESIAN COORDINATES (ANGSTROEM)
Ta1 -0.732 1.054 -0.019  1.482
C1 0.835 3.801 -3.367  -0.046
C2 -0.068 3.236 -2.279  -0.233
N1 -0.049 1.734 -2.127  -0.256
C3 -0.680 1.047 -3.328  -0.210
C4 -1.816 1.768 -4.030  -0.061
C5 1.376 1.284 -2.100  -0.204
C6 2.068 1.858 -0.896  -0.189
N2 1.198 1.583 0.261  -0.140
C7 1.792 1.606 1.540  -0.164
C8 0.941 1.344 2.598  -0.124
F1 -0.382 1.170 2.207  -0.057
C9 1.284 1.278 3.923  -0.212
F2 0.355 1.009 4.830  0.140
C10 2.605 1.494 4.265  0.120
C11 3.494 1.778 3.247  -0.187
F3 4.766 2.001 3.529  0.152
C12 3.115 1.844 1.907  -0.149
F4 4.061 2.141 1.014  0.120
H1 0.575 4.851 -3.503  0.103
H2 0.689 3.303 -4.326  0.088
H3 1.893 3.765 -3.115  0.082
H4 -1.089 3.519 -2.502  0.083
H5 0.184 3.674 -1.310  0.117
H6 -0.990 0.061 -2.986  0.090
H7 0.117 0.891 -4.058  0.126
H8 -2.650 2.030 -3.386  0.059
H9 -2.200 1.096 -4.798  0.105
H10 -1.482 2.670 -4.540  0.084
H11 1.874 1.578 -3.023  0.132
H12 1.366 0.195 -2.043  0.097
H13 2.244 2.932 -0.989  0.131
H14 3.038 1.386 -0.791  0.113
H15 2.934 1.454 5.294  0.159
C13 -2.820 1.177 1.273  -0.154
C14 -3.128 0.313 0.209  -0.199
C15 -3.007 1.032 -0.994  -0.162
C16 -2.657 2.367 -0.667  -0.163
C17 -2.506 2.454 0.736  -0.155
H16 -2.799 0.921 2.320  0.127
H17 -3.425 -0.715 0.272  0.059
H18 -3.215 0.635 -1.973  0.119
H19 -2.573 3.192 -1.351  0.113
H20 -2.263 3.343 1.299  0.139
C18 1.849 -3.883 -0.569  -0.201
Si1 1.698 -2.368 0.493  0.301
C19 3.122 -1.255 0.065  -0.186
C20 1.678 -2.655 2.335  -0.194
As1 -0.489 -1.432 -0.034  0.833
Si2 -2.041 -3.070 0.929  0.321
C21 -3.592 -3.307 -0.081  -0.200
C22 -1.166 -4.704 1.010  -0.208
C23 -2.364 -2.375 2.629  -0.198
H21 2.777 -4.395 -0.297  0.056
H22 1.933 -3.591 -1.618  0.045
H23 1.036 -4.597 -0.482  0.007
H24 4.009 -1.889 0.181  0.063
H25 3.258 -0.415 0.743  0.014
H26 3.120 -0.913 -0.968  0.032
H27 2.629 -3.099 2.640  0.056
H28 0.883 -3.325 2.661  0.015
H29 1.568 -1.707 2.868  0.023
H30 -3.399 -3.341 -1.154  0.043
H31 -4.393 -2.597 0.117  0.031
H32 -3.981 -4.289 0.205  0.051
H33 -0.994 -5.131 0.022  0.041
H34 -1.854 -5.375 1.535  0.058
H35 -0.231 -4.699 1.566  0.017
H36 -3.032 -1.514 2.602  0.021
H37 -1.445 -2.083 3.139  0.028
H38 -2.852 -3.142 3.238  0.055

***

2.
C4H10N4O | ωB97M-V/def2-TZVPD

Computed properties:
HOMO level (alpha / beta) (Ha): -0.287 / -0.287
Net charge: 0
Relative energy (zero: lowest compared OMol25 entry of this formula, charge and spin) (eV): 7.491

Last column: Löwdin charge in e.
CARTESIAN COORDINATES (ANGSTROEM)
H1 -2.081 -2.239 -1.061  0.077
N1 -2.330 -1.238 -0.949  0.025
N2 -1.704 -0.747 -0.032  -0.066
C1 -1.138 0.811 -0.372  -0.170
C2 -1.385 1.839 0.441  -0.014
H2 -1.282 0.935 -1.444  0.081
H3 -1.255 1.747 1.512  0.043
H4 -1.782 2.775 0.073  0.056
C3 2.100 0.415 -0.182  -0.024
C4 0.872 -0.283 0.342  -0.501
N3 0.666 -0.168 1.717  0.108
N4 0.580 -1.513 -0.116  -0.018
O1 0.369 -1.585 -1.507  -0.100
H5 2.160 0.377 -1.266  0.075
H6 2.978 -0.091 0.224  0.088
H7 2.106 1.455 0.142  0.073
H8 -0.153 -0.691 2.010  0.087
H9 0.782 0.720 2.180  0.090
H10 0.495 -2.519 -1.713  0.090

***

3.
C4H9N4O | ωB97M-V/def2-TZVPD

Computed properties:
HOMO level (Ha): -0.498
Net charge: +1
Relative energy (zero: lowest compared OMol25 entry of this formula, charge and spin) (eV): 3.599

Last column: Löwdin charge in e.
CARTESIAN COORDINATES (ANGSTROEM)
H1 1.713 -1.496 1.174  0.063
N1 0.702 -1.494 1.180  0.189
C1 0.115 -0.396 1.027  -0.515
N2 0.549 0.847 0.696  -0.008
C2 1.966 1.163 0.671  -0.062
N3 -1.330 -0.441 1.145  0.071
N4 -2.041 -0.472 -0.028  0.163
C3 -1.542 -0.386 -1.198  -0.235
C4 -0.492 -0.277 -2.169  0.079
O1 -1.931 -0.232 -2.427  0.182
H2 -0.063 1.619 0.917  0.144
H3 2.096 2.145 0.225  0.091
H4 2.401 1.171 1.674  0.098
H5 2.491 0.427 0.063  0.087
H6 -1.611 -1.177 1.789  0.157
H7 -3.060 -0.493 0.089  0.216
H8 0.031 0.664 -2.306  0.137
H9 0.006 -1.174 -2.522  0.143

***

4.
C35H40F5N8O | ωB97M-V/def2-TZVPD

Computed properties:
HOMO level (Ha): -0.342
Net charge: +1

Last column: Löwdin charge in e.
CARTESIAN COORDINATES (ANGSTROEM)
C1 0.760 4.699 3.065  -0.117
N1 -0.418 3.990 3.656  -0.195
C2 -0.518 4.424 5.087  -0.100
C3 -0.332 2.521 3.511  -0.303
O1 -1.279 1.925 2.902  0.050
C4 0.932 1.710 4.141  -0.023
C5 1.395 0.471 3.244  -0.044
C6 0.625 -0.886 3.291  0.078
N2 1.312 -1.814 2.381  0.110
C7 2.409 -1.030 1.871  0.027
N3 2.548 0.335 2.311  0.109
C8 3.565 1.369 2.002  -0.297
F1 4.542 1.423 3.073  0.058
F2 2.927 2.673 2.032  0.027
C9 4.254 1.244 0.571  -0.054
C10 4.970 -0.034 0.007  -0.016
C11 5.606 -0.107 -1.428  -0.015
C12 5.559 1.132 -2.391  0.040
C13 4.888 2.428 -1.837  -0.024
C14 4.881 3.706 -2.838  -0.338
F3 5.437 3.349 -4.121  0.049
F4 3.595 4.299 -2.961  0.079
F5 5.832 4.643 -2.276  0.045
C15 4.248 2.504 -0.391  0.094
H1 1.783 4.345 3.465  0.080
H2 0.727 4.505 1.926  0.104
H3 0.737 5.843 3.251  0.112
H4 0.507 4.512 5.621  0.102
H5 -1.214 3.742 5.712  0.112
H6 -0.993 5.472 5.099  0.108
H7 1.826 2.391 4.349  0.115
H8 0.550 1.262 5.141  0.152
H9 -0.285 -1.203 3.897  0.153
H10 1.131 -2.799 2.137  0.158
H11 3.097 -1.594 1.160  0.140
H12 5.047 -0.991 0.638  0.090
H13 6.097 -1.057 -1.831  0.105
H14 6.008 1.037 -3.440  0.122
H15 3.794 3.514 -0.111  0.121
N4 -1.386 6.342 0.666  -0.004
C16 -0.377 7.239 0.429  -0.158
C17 -0.522 7.711 -0.853  -0.111
C18 -1.663 7.081 -1.408  -0.109
C19 -2.177 6.244 -0.448  -0.138
H16 -1.524 5.834 1.525  0.127
H17 0.355 7.462 1.190  0.095
H18 0.121 8.432 -1.337  0.093
H19 -2.065 7.225 -2.401  0.094
H20 -3.035 5.588 -0.461  0.108
N5 -2.116 1.000 -0.787  0.001
C20 -2.887 0.563 -1.831  -0.147
C21 -4.013 -0.028 -1.310  -0.116
C22 -3.921 0.062 0.102  -0.102
C23 -2.742 0.703 0.396  -0.142
H21 -1.229 1.468 -0.874  0.141
H22 -2.568 0.708 -2.853  0.105
H23 -4.814 -0.473 -1.880  0.087
H24 -4.638 -0.302 0.823  0.094
H25 -2.295 0.972 1.341  0.066
N6 2.986 -5.058 1.463  -0.024
C24 1.953 -5.691 0.821  -0.147
C25 2.244 -7.032 0.772  -0.093
C26 3.495 -7.217 1.412  -0.091
C27 3.929 -5.983 1.831  -0.133
H26 3.044 -4.069 1.638  0.103
H27 1.103 -5.134 0.455  0.102
H28 1.625 -7.796 0.325  0.082
H29 4.021 -8.150 1.551  0.101
H30 4.823 -5.684 2.356  0.110
N7 -5.729 0.541 -4.528  -0.002
C28 -6.647 1.485 -4.152  -0.144
C29 -7.646 1.504 -5.094  -0.113
C30 -7.323 0.531 -6.072  -0.114
C31 -6.137 -0.050 -5.695  -0.143
H31 -4.886 0.315 -4.025  0.111
H32 -6.508 2.062 -3.250  0.105
H33 -8.515 2.146 -5.080  0.092
H34 -7.896 0.282 -6.953  0.092
H35 -5.548 -0.829 -6.156  0.104
N8 -0.590 -9.664 -0.788  -0.007
C32 -1.501 -8.717 -0.402  -0.157
C33 -2.503 -8.684 -1.342  -0.115
C34 -2.188 -9.651 -2.328  -0.110
C35 -1.004 -10.242 -1.959  -0.138
H36 0.253 -9.900 -0.289  0.136
H37 -1.358 -8.149 0.505  0.099
H38 -3.367 -8.037 -1.320  0.091
H39 -2.764 -9.889 -3.211  0.094
H40 -0.421 -11.021 -2.428  0.107

***

5.
C5H7N | ωB97M-V/def2-TZVPD

Computed properties:
HOMO level (alpha / beta) (Ha): -0.286 / -0.305
Net charge: 0
Relative energy (zero: lowest compared OMol25 entry of this formula, charge and spin) (eV): 5.724

Last column: Löwdin charge in e.
CARTESIAN COORDINATES (ANGSTROEM)
C1 -1.238 -0.638 0.776  -0.069
C2 -0.924 0.463 -0.190  -0.226
N1 -0.679 1.697 0.312  0.084
C3 0.368 1.118 -0.606  -0.293
C4 1.433 0.358 -0.124  -0.061
C5 1.686 -0.896 -0.468  -0.026
H1 -0.688 -0.503 1.728  0.088
H2 -2.306 -0.579 1.008  0.081
H3 -1.028 -1.638 0.396  0.067
H4 0.868 -1.370 -1.015  0.062
H5 -0.470 1.691 1.315  0.109
H6 0.499 1.679 -1.521  0.133
H7 2.616 -1.426 -0.267  0.051

***

6.
C41H32Br4N3O7PtSTe | ωB97M-V/def2-TZVPD

Computed properties:
⟨S²⟩: 8.7980
HOMO level (alpha / beta) (Ha): -0.221 / -0.301
Net charge: 0
Relative energy (zero: lowest compared OMol25 entry of this formula, charge and spin) (eV): 0.328
Multiplicity: 6

Last column: Löwdin charge in e.
CARTESIAN COORDINATES (ANGSTROEM)
Pt1 -0.230 2.457 0.376  1.111
Br1 6.602 1.269 3.678  0.726
C1 4.853 1.300 2.964  -0.741
C2 3.788 1.294 3.947  -0.753
Br2 4.113 1.307 5.784  0.754
C3 2.472 1.343 3.528  -0.674
Br3 1.036 1.413 4.694  0.852
C4 2.184 1.465 2.129  -0.397
O1 0.939 1.500 1.827  -0.313
C5 3.250 1.583 1.122  -0.446
O2 2.996 1.755 -0.085  -0.007
C6 4.581 1.530 1.647  -0.658
Br4 5.967 1.699 0.383  0.797
O3 -0.056 1.708 -1.511  -0.288
C7 -1.039 1.175 -2.121  -0.224
C8 -2.370 1.657 -2.153  -0.105
C9 -3.343 0.998 -2.926  0.068
C10 -4.532 1.662 -3.160  -0.136
C11 -4.880 2.835 -2.521  -0.022
C12 -4.090 3.283 -1.553  0.014
C13 -2.825 2.727 -1.311  -0.359
O4 -2.119 3.238 -0.384  -0.084
N1 -5.334 1.137 -4.230  -0.326
O5 -6.306 1.806 -4.506  0.103
O6 -4.913 0.097 -4.768  0.068
H1 -0.615 0.414 -2.722  0.109
H2 -3.128 0.143 -3.535  0.125
H3 -5.809 3.358 -2.678  0.125
H4 -4.338 4.082 -0.916  0.123
S1 0.778 4.700 0.513  0.694
C14 0.288 5.266 -1.007  -0.683
N2 0.031 4.442 -2.061  0.071
C15 -0.326 4.830 -3.307  -0.057
C16 -0.215 6.125 -3.593  -0.066
C17 -0.064 7.077 -2.561  -0.040
C18 0.090 6.660 -1.297  -0.074
H5 0.156 3.451 -1.906  0.075
H6 -0.631 4.101 -4.035  0.138
H7 -0.317 6.376 -4.619  0.103
H8 -0.114 8.121 -2.858  0.121
H9 0.264 7.287 -0.459  0.097
C19 1.211 -6.144 -3.685  -0.045
C20 1.133 -5.043 -2.669  -0.257
C21 0.679 -5.326 -1.386  -0.015
C22 0.629 -4.348 -0.405  -0.255
C23 0.115 -4.721 0.975  -0.048
C24 1.042 -3.042 -0.777  -0.285
Te1 0.905 -1.336 0.498  1.954
N3 -0.884 -1.713 1.281  -0.157
C25 -1.628 -0.667 1.083  -0.609
O7 -1.236 0.339 0.377  -0.255
C26 -2.956 -0.571 1.705  -0.128
C27 -3.285 -1.388 2.777  -0.034
C28 -4.509 -1.251 3.411  -0.073
C29 -5.331 -0.194 3.031  -0.099
C30 -5.043 0.595 1.949  -0.090
C31 -3.868 0.436 1.276  0.005
C32 1.995 -1.840 2.263  -0.353
C33 1.235 -1.970 3.413  -0.147
C34 1.838 -2.168 4.660  -0.086
C35 3.210 -2.229 4.710  -0.094
C36 3.978 -2.141 3.571  -0.051
C37 3.398 -1.951 2.332  -0.281
C38 4.171 -1.868 1.031  -0.038
C39 1.430 -2.722 -2.082  -0.302
C40 1.770 -1.331 -2.582  -0.072
C41 1.476 -3.747 -3.011  -0.019
H10 1.238 -5.801 -4.726  0.083
H11 0.414 -6.858 -3.494  0.078
H12 2.127 -6.704 -3.524  0.083
H13 0.403 -6.332 -1.079  0.122
H14 -0.921 -4.390 1.152  0.084
H15 0.654 -4.272 1.789  0.051
H16 0.186 -5.794 1.083  0.072
H17 -2.584 -2.162 3.079  0.107
H18 -4.726 -1.919 4.253  0.109
H19 -6.258 -0.123 3.581  0.100
H20 -5.862 1.295 1.694  0.118
H21 -3.564 1.092 0.500  0.082
H22 0.133 -1.819 3.416  0.100
H23 1.281 -2.130 5.586  0.108
H24 3.725 -2.280 5.663  0.109
H25 5.056 -2.259 3.617  0.124
H26 5.011 -1.183 1.191  0.068
H27 3.600 -1.396 0.253  0.030
H28 4.512 -2.805 0.620  0.089
H29 1.470 -0.494 -1.921  0.016
H30 1.333 -1.148 -3.559  0.085
H31 2.823 -1.302 -2.678  0.077
H32 1.682 -3.550 -4.048  0.119

***

no.,M (g mol⁻¹),DFT total energy (hartree)
1,730.61,-4279.49752
2,130.15,-452.42253
3,129.14,-451.72352
4,683.75,-2369.68439
5,81.12,-249.26290
6,1353.08,-13353.77305